# 1
The following is a quantum chemistry calculation of C20H23ClN4O4 as an isolated structure in a non-equilibrium geometry, from OMol25.

XYZ file:
```
52
Properties=species:S:1:pos:R:3
C 5.122 2.960 -3.624
H 4.439 3.201 -4.459
H 6.093 3.185 -3.650
H 4.640 3.287 -2.788
C 5.009 1.304 -3.807
N 3.815 0.944 -3.562
C 3.112 0.969 -2.430
C 3.647 0.975 -1.162
C 2.954 0.864 -0.013
C 1.535 0.474 0.024
C 1.216 0.087 -1.083
C 1.883 0.170 -2.429
N 0.920 -0.081 -3.718
O -0.045 -0.431 -3.395
O 1.627 -0.064 -4.723
H 0.082 -0.089 -1.256
C 0.693 0.455 1.266
N -0.020 -0.723 1.323
C 0.222 -2.019 2.220
O 1.335 -1.934 2.819
C -0.856 -3.007 2.022
C -2.019 -2.168 2.463
C -3.015 -1.983 1.493
C -4.176 -1.178 1.755
C -4.478 -1.242 2.986
C -3.714 -1.286 4.072
C -2.614 -1.836 3.599
H -1.715 -2.245 4.611
H -3.836 -0.832 5.004
Cl -6.064 -0.048 3.386
H -4.923 -1.178 0.950
H -2.902 -2.359 0.284
H -0.890 -3.404 1.160
H -0.696 -3.661 2.729
H -0.963 -0.679 0.868
H 1.629 0.173 2.325
C -0.090 1.448 1.491
C -1.043 1.927 0.588
O -1.944 0.885 0.361
N -0.771 2.785 -0.348
H -1.691 2.972 -1.092
H -0.018 3.603 -0.265
H -0.513 1.570 2.432
H 0.538 2.587 1.464
H 3.475 1.138 0.933
H 4.485 1.441 -0.998
H 3.200 0.691 -4.353
C 5.571 0.851 -4.909
H 5.783 -0.443 -4.842
H 5.325 1.131 -5.798
H 6.786 1.054 -5.021
H 5.769 0.968 -2.767
```

Calculated values
Multiplicity: 1
Total energy (a.u.): -1755.306549
ΔE to the lowest compared entry with this formula, charge and spin (eV): 19.721

Partial atomic charges computed with the Mulliken method, in multiples of e: C -1.58; H 0.36; H 0.54; H 0.42; C 0.37; N 0.17; C 1.07; C -0.63; C -1.19; C 0.49; C 0.81; C -1.62; N 1.15; O -0.60; O -0.78; H 0.14; C -0.24; N 0.17; C 0.67; O -0.65; C -1.56; C 0.63; C 0.06; C -0.76; C 0.23; C -0.49; C 0.03; H 0.05; H 0.47; Cl -0.33; H 0.39; H 0.09; H 0.54; H 0.47; H 0.16; H 0.33; C -0.76; C 0.23; O -0.63; N -0.35; H 0.38; H 0.27; H 0.37; H 0.25; H 0.32; H 0.55; H 0.32; C -1.64; H 0.27; H 0.59; H 0.32; H 0.12


# 2
The following is a quantum chemistry calculation of a 3-piece molecular cluster, C20H23F19O5 overall in a non-equilibrium geometry, from OMol25.

XYZ file:
```
67
Properties=species:S:1:pos:R:3
C -2.125 -0.613 0.710
C -1.726 -1.800 -0.174
C -1.220 -2.985 0.671
C -0.889 -4.198 -0.242
C -1.572 -5.497 0.163
C -3.044 -5.452 0.552
C -2.994 -5.484 2.120
O -3.925 -5.382 2.781
O -1.722 -5.683 2.523
C -1.052 -6.245 1.401
C 0.434 -6.443 1.523
O 0.839 -7.137 2.706
C 0.641 -8.445 2.678
F 1.317 -8.962 3.672
F 1.066 -9.022 1.583
F -0.605 -8.781 2.875
H -2.407 0.195 0.038
H -2.948 -0.892 1.360
H -1.298 -0.235 1.309
H -2.644 -2.149 -0.651
H -0.979 -1.505 -0.907
H -0.306 -2.636 1.149
H -2.010 -3.215 1.380
H -1.255 -3.914 -1.231
H 0.185 -4.315 -0.368
H -1.374 -6.196 -0.655
H -3.623 -4.581 0.276
H -3.548 -6.390 0.338
H -1.526 -7.228 1.274
H 0.826 -6.862 0.600
H 0.865 -5.448 1.610
C 2.454 2.572 2.668
C 1.430 1.827 1.800
C 0.846 2.615 0.631
F 0.171 3.707 1.054
F -0.032 1.837 -0.050
F 0.444 1.344 2.588
F 2.071 0.745 1.272
O 1.965 3.144 3.867
C 1.394 4.398 3.807
C -0.081 4.364 4.203
F -0.777 3.552 3.381
F -0.609 5.606 4.102
F 1.576 4.954 2.594
F 2.054 5.171 4.697
H 3.166 1.818 3.002
H 3.042 3.284 2.088
H 1.631 2.928 -0.061
H -0.196 4.007 5.229
C 1.057 5.920 -5.452
C -0.113 4.927 -5.513
C -1.078 4.954 -4.329
F -0.448 4.639 -3.176
F -2.056 4.038 -4.524
F 0.368 3.679 -5.703
F -0.837 5.239 -6.625
O 2.293 5.404 -4.993
C 2.514 5.355 -3.635
C 2.682 3.918 -3.146
F 1.582 3.186 -3.410
F 2.865 3.910 -1.799
F 1.542 6.002 -2.962
F 3.666 6.019 -3.398
H 1.253 6.212 -6.482
H 0.785 6.842 -4.938
H -1.544 5.939 -4.228
H 3.539 3.441 -3.625
```

Calculated values
Multiplicity: 1
Total energy (a.u.): -3049.562209
SMILES: CCCC[C@@H]1CC(=O)O[C@@H]1COC(F)(F)F.FC(F)C(F)(F)COC(F)(F)C(F)F.FC(F)C(F)(F)COC(F)(F)C(F)F

Partial atomic charges computed with the Mulliken method, in multiples of e: C -1.23; C -0.53; C -0.38; C -1.28; C 0.12; C -0.93; C 0.48; O -0.53; O -0.43; C 0.33; C -1.04; O -0.35; C 0.99; F -0.29; F -0.29; F -0.25; H 0.39; H 0.40; H 0.12; H 0.32; H 0.38; H 0.33; H 0.24; H 0.55; H 0.47; H 0.56; H 0.32; H 0.35; H 0.36; H 0.40; H 0.41; C -0.79; C 0.98; C 0.44; F -0.25; F -0.24; F -0.29; F -0.36; O -0.41; C 0.80; C 0.17; F -0.18; F -0.26; F -0.27; F -0.31; H 0.41; H 0.37; H -0.05; H 0.25; C -0.68; C 0.84; C 0.08; F -0.15; F -0.27; F -0.27; F -0.33; O -0.40; C 0.75; C 0.22; F -0.22; F -0.25; F -0.27; F -0.30; H 0.41; H 0.34; H 0.27; H 0.25


# 3
The following is a quantum chemistry calculation of C20H23F3N3ORhS3 as an isolated structure in a non-equilibrium geometry, from OMol25.

XYZ file:
```
54
Properties=species:S:1:pos:R:3
Rh -0.553 0.834 -0.710
C -1.079 4.103 -0.663
C -0.750 3.689 0.760
S 0.153 2.111 0.921
C 1.828 2.669 0.418
C 2.474 1.699 -0.540
S 1.368 1.243 -1.910
C 1.085 2.845 -2.746
C -0.374 2.975 -3.134
S -1.544 2.714 -1.769
H -0.253 4.630 -1.135
H -1.938 4.772 -0.635
H -1.649 3.539 1.346
H -0.126 4.430 1.266
H 2.410 2.755 1.336
H 1.727 3.665 -0.009
H 2.709 0.751 -0.060
H 3.392 2.115 -0.956
H 1.716 2.857 -3.636
H 1.412 3.657 -2.099
H -0.657 2.229 -3.880
H -0.571 3.953 -3.576
F 4.491 -7.079 0.679
C 4.935 -5.925 1.196
F 5.025 -6.086 2.524
F 6.165 -5.705 0.724
C 3.991 -4.793 0.864
C 2.651 -4.931 1.204
C 1.765 -3.910 0.929
C 2.216 -2.742 0.307
C 3.562 -2.618 -0.039
C 4.450 -3.643 0.242
C 1.307 -1.669 0.023
C 0.522 -0.788 -0.278
H 2.306 -5.839 1.681
H 0.721 -4.023 1.187
H 3.913 -1.724 -0.536
H 5.493 -3.551 -0.025
C -5.699 1.930 0.455
N -4.701 0.853 0.503
C -5.045 -0.412 0.856
C -4.106 -1.358 0.991
C -2.745 -1.022 0.717
N -2.402 0.206 0.257
C -3.386 1.199 0.297
O -3.117 2.383 0.138
N -1.826 -1.947 0.927
H -6.684 1.482 0.542
H -5.617 2.457 -0.491
H -5.534 2.629 1.272
H -6.095 -0.597 1.032
H -4.365 -2.359 1.298
H -2.124 -2.860 1.226
H -0.849 -1.799 0.705
```

Calculated values
Multiplicity: 1
Total energy (a.u.): -2619.634914
Total charge: +2
ΔE to the lowest compared entry with this formula, charge and spin (eV): 0.000

Partial atomic charges computed with the Mulliken method, in multiples of e: Rh 0.00; C -0.85; C -0.85; S 0.07; C -0.77; C -0.71; S 0.12; C -0.63; C -0.83; S 0.02; H 0.56; H 0.56; H 0.46; H 0.64; H 0.56; H 0.48; H 0.28; H 0.55; H 0.50; H 0.38; H 0.49; H 0.48; F -0.24; C 0.82; F -0.24; F -0.27; C 0.23; C -0.93; C -0.65; C 1.31; C -0.64; C -0.60; C 1.06; C -1.27; H 0.42; H 0.39; H 0.40; H 0.49; C -0.89; N 0.10; C -0.12; C -1.00; C 0.84; N 0.11; C 0.11; O -0.56; N -0.10; H 0.34; H 0.30; H 0.32; H 0.38; H 0.41; H 0.22; H -0.26


# 4
The following is a quantum chemistry calculation of C20H23F3N4O2RhS2 as an isolated structure in a non-equilibrium geometry, from OMol25.

XYZ file:
```
55
Properties=species:S:1:pos:R:3
Rh 1.177 -0.920 0.007
F 5.444 -3.757 -3.149
C 4.371 -4.129 -2.435
F 4.739 -4.198 -1.156
F 4.038 -5.366 -2.834
C 3.228 -3.172 -2.674
C 2.959 -2.814 -3.988
C 1.943 -1.918 -4.280
C 1.221 -1.390 -3.230
N 1.454 -1.754 -1.971
C 2.435 -2.622 -1.675
S 2.516 -2.831 0.068
H 3.560 -3.237 -4.783
H 1.715 -1.634 -5.296
H 0.427 -0.673 -3.384
C -0.312 3.675 -3.235
C -1.148 2.420 -3.039
N -1.575 2.229 -1.650
C -2.847 2.870 -1.278
C -4.051 1.990 -1.566
C -0.908 1.495 -0.767
S 0.716 1.022 -1.131
N -1.492 1.273 0.409
C -1.193 0.334 1.256
O -0.513 -0.751 1.011
C -1.806 0.444 2.605
C -1.271 -0.243 3.689
C -1.802 -0.073 4.958
C -2.887 0.771 5.146
C -3.443 1.440 4.063
C -2.905 1.280 2.798
H -0.105 3.823 -4.294
H 0.639 3.601 -2.706
H -0.838 4.557 -2.869
H -0.598 1.535 -3.352
H -2.058 2.468 -3.637
H -2.897 3.804 -1.839
H -2.795 3.113 -0.220
H -4.090 1.696 -2.616
H -4.970 2.529 -1.338
H -4.019 1.087 -0.956
H -0.437 -0.906 3.535
H -1.372 -0.599 5.800
H -3.306 0.902 6.135
H -4.295 2.090 4.207
H -3.336 1.792 1.949
C 3.019 -0.636 3.859
C 2.101 -1.108 2.780
N 1.429 -2.234 2.956
O 2.031 -0.412 1.736
H 2.811 -1.113 4.814
H 2.932 0.444 3.952
H 4.043 -0.866 3.560
H 1.543 -2.773 3.798
H 0.778 -2.559 2.256
```

Calculated values
Multiplicity: 1
Total energy (a.u.): -2351.804089
Total charge: +1
ΔE to the lowest compared entry with this formula, charge and spin (eV): 1.612

Partial atomic charges computed with the Mulliken method, in multiples of e: Rh 0.22; F -0.25; C 0.67; F -0.23; F -0.24; C -0.10; C -0.35; C -0.91; C -0.07; N -0.58; C 1.45; S -0.52; H 0.47; H 0.42; H 0.37; C -1.03; C -0.38; N 0.15; C -0.68; C -1.14; C 0.67; S 0.01; N -0.27; C 0.48; O -0.84; C 0.40; C -0.02; C -0.74; C -0.42; C -0.72; C -0.32; H 0.41; H 0.27; H 0.33; H -0.07; H 0.42; H 0.41; H 0.42; H 0.38; H 0.38; H 0.29; H 0.40; H 0.40; H 0.40; H 0.42; H 0.34; C -1.37; C 0.98; N -0.31; O -0.54; H 0.43; H 0.33; H 0.33; H 0.20; H 0.24


# 5
The following is a quantum chemistry calculation of C20H23LaN3Si as an isolated structure in a non-equilibrium geometry, from OMol25.

XYZ file:
```
48
Properties=species:S:1:pos:R:3
La -0.063 0.156 0.164
C 4.760 -0.004 -0.254
C 5.194 -0.026 1.064
C 4.266 -0.095 2.086
C 2.904 -0.151 1.794
N 2.497 -0.127 0.505
C 3.401 -0.052 -0.479
C 1.848 -0.185 2.839
C 2.169 -0.120 4.196
C 1.171 -0.060 5.155
C -0.163 -0.056 4.781
C -0.492 -0.131 3.431
C 0.492 -0.213 2.447
H 5.451 0.050 -1.082
H 6.251 0.015 1.289
H 4.606 -0.101 3.110
H 3.013 -0.026 -1.493
H 3.199 -0.099 4.527
H 1.435 -0.004 6.203
H -0.943 0.008 5.529
H -1.545 -0.117 3.157
C -3.769 -1.220 -0.106
C -3.629 0.272 -0.040
C -4.703 1.123 0.024
C -4.455 2.502 0.077
C -3.174 2.986 0.093
C -2.090 2.080 0.055
N -2.361 0.742 -0.047
N -0.777 2.391 0.097
Si -0.021 3.802 0.801
C -1.067 4.680 2.095
C 0.591 4.986 -0.525
C 1.516 3.139 1.686
H -4.812 -1.525 -0.116
H -3.290 -1.683 0.761
H -3.292 -1.608 -1.010
H -5.712 0.739 0.024
H -5.288 3.194 0.097
H -2.966 4.046 0.124
H -1.894 5.249 1.668
H -0.439 5.384 2.645
H -1.479 3.968 2.813
H -0.219 5.440 -1.099
H 1.255 4.473 -1.225
H 1.162 5.792 -0.058
H 1.256 2.493 2.525
H 2.089 3.979 2.086
H 2.182 2.598 1.005
```

Calculated values
Multiplicity: 1
Total energy (a.u.): -1261.164077
Total charge: +1
ΔE to the lowest compared entry with this formula, charge and spin (eV): 0.000

Partial atomic charges computed with the Mulliken method, in multiples of e: La 1.50; C -0.74; C -0.42; C -0.73; C 0.77; N -0.23; C -0.07; C 0.62; C -0.63; C -0.76; C -0.84; C -0.02; C -0.37; H 0.42; H 0.45; H 0.35; H 0.32; H 0.31; H 0.41; H 0.41; H 0.40; C -1.45; C 0.61; C -0.58; C -0.49; C -0.39; C 0.53; N -0.12; N -0.32; Si -0.07; C -1.08; C -1.05; C -0.86; H 0.37; H 0.32; H 0.29; H 0.38; H 0.43; H 0.43; H 0.35; H 0.42; H 0.35; H 0.33; H 0.31; H 0.33; H 0.16; H 0.45; H 0.19


Record-wise E_LUMO values, in eV: 0.1; 0.5; -8.2; -4.5; -3.4